(1)
{"formula": "C48H33F3O10S", "method": "ωB97M-V/def2-TZVPD", "symbols": ["C", "C", "O", "S", "O", "O", "O", "C", "C", "C", "C", "F", "F", "F", "H", "H", "H", "H", "H", "H", "H", "H", "H", "O", "C", "C", "C", "C", "C", "C", "C", "C", "O", "C", "C", "C", "C", "C", "C", "H", "H", "H", "H", "H", "H", "H", "H", "O", "C", "C", "C", "C", "C", "C", "C", "C", "O", "C", "C", "C", "C", "C", "C", "H", "H", "H", "H", "H", "H", "H", "H", "O", "C", "C", "C", "C", "C", "C", "C", "C", "O", "C", "C", "C", "C", "C", "C", "H", "H", "H", "H", "H", "H", "H", "H"], "positions_angstrom": [[9.36028, -1.27848, -1.99122], [9.15602, -2.66954, -1.43742], [10.36189, -3.45548, -1.56821], [10.04108, -4.96502, -1.94837], [10.36297, -5.16113, -3.31324], [10.51594, -5.82997, -0.93958], [8.46089, -4.84516, -1.79399], [8.09439, -3.49692, -2.16581], [6.65431, -3.17322, -1.76661], [5.76256, -4.40041, -1.50944], [4.45901, -4.41432, -2.28948], [4.11081, -5.66727, -2.65116], [3.43788, -3.90959, -1.56177], [4.50887, -3.68082, -3.42645], [8.73298, -0.56973, -1.45341], [10.39820, -0.97733, -1.86819], [9.11440, -1.22324, -3.05189], [8.90481, -2.64172, -0.37398], [8.23979, -3.40010, -3.24502], [6.22536, -2.56540, -2.55902], [6.67334, -2.54864, -0.87281], [6.27887, -5.32840, -1.73750], [5.48344, -4.44562, -0.45949], [-1.61909, -1.18558, 1.20073], [-0.88838, -0.58744, 0.43749], [-0.25344, -1.27005, -0.72432], [-0.52975, -2.61350, -0.95115], [0.03656, -3.26494, -2.03322], [0.88031, -2.57634, -2.89698], [1.16209, -1.23937, -2.67572], [0.59900, -0.58102, -1.58932], [0.92960, 0.85629, -1.36821], [1.70617, 1.44214, -2.09150], [0.26764, 1.54696, -0.22350], [0.52325, 2.89690, -0.01470], [-0.08878, 3.56112, 1.03460], [-0.95525, 2.88065, 1.88300], [-1.21022, 1.53477, 1.68226], [-0.60148, 0.86313, 0.62845], [-1.19281, -3.13327, -0.27398], [-0.17745, -4.31193, -2.20412], [1.32483, -3.08732, -3.74093], [1.82045, -0.68866, -3.33358], [1.19958, 3.40881, -0.68541], [0.11287, 4.61206, 1.20057], [-1.42738, 3.40321, 2.70514], [-1.87736, 0.98689, 2.33347], [-7.31780, -3.69945, -1.53169], [-6.73008, -4.75172, -1.40413], [-7.24366, -6.00411, -2.03247], [-8.40544, -5.94549, -2.79314], [-8.89485, -7.09114, -3.39650], [-8.22670, -8.30126, -3.24339], [-7.07164, -8.36639, -2.48335], [-6.57619, -7.21931, -1.87465], [-5.33468, -7.31874, -1.05286], [-4.77417, -8.38097, -0.88898], [-4.80936, -6.06307, -0.44442], [-3.63879, -6.11852, 0.30327], [-3.12556, -4.96346, 0.86820], [-3.77459, -3.74521, 0.69143], [-4.94439, -3.68798, -0.04759], [-5.46617, -4.84343, -0.61748], [-8.90910, -4.99461, -2.90059], [-9.79941, -7.04388, -3.98863], [-8.60999, -9.19470, -3.71869], [-6.53961, -9.29808, -2.34812], [-3.14765, -7.07371, 0.43023], [-2.21407, -5.00770, 1.45141], [-3.35795, -2.84602, 1.12598], [-5.46660, -2.75271, -0.19650], [-2.64001, 11.56036, 3.65572], [-2.02730, 10.51587, 3.61951], [-2.56824, 9.32558, 2.90121], [-3.78796, 9.43039, 2.24312], [-4.30147, 8.34070, 1.56014], [-3.60100, 7.13922, 1.53164], [-2.38967, 7.02973, 2.19212], [-1.86815, 8.11949, 2.87643], [-0.56113, 7.96405, 3.57735], [0.03110, 6.90528, 3.57268], [-0.00946, 9.15932, 4.27645], [1.21932, 9.05517, 4.91753], [1.75625, 10.15490, 5.56448], [1.06878, 11.36363, 5.57452], [-0.15716, 11.47230, 4.94055], [-0.70148, 10.37177, 4.28970], [-4.31742, 10.37273, 2.27610], [-5.25049, 8.42533, 1.04722], [-4.00231, 6.28995, 0.99432], [-1.82739, 6.10594, 2.18719], [1.73809, 8.10656, 4.89778], [2.71310, 10.07269, 6.06308], [1.49205, 12.22225, 6.07905], [-0.70864, 12.40246, 4.93975]], "forces_ev_per_a": [[0.02, 0.03, -0.04], [-0.30, 0.04, -0.10], [0.10, 0.09, -0.05], [-0.21, 0.18, 0.12], [0.16, -0.11, -0.26], [0.15, -0.24, 0.13], [-0.09, 0.02, 0.04], [0.03, 0.02, 0.06], [0.03, 0.01, 0.14], [-0.05, -0.02, -0.09], [-0.12, 0.11, -0.09], [0.02, 0.30, 0.15], [0.14, -0.10, -0.13], [-0.02, -0.23, 0.10], [-0.03, 0.04, -0.02], [0.01, 0.02, 0.08], [0.06, -0.05, -0.02], [0.09, -0.02, 0.03], [-0.03, -0.05, -0.02], [0.01, 0.06, 0.00], [-0.02, -0.03, 0.04], [0.04, 0.02, -0.08], [0.01, -0.10, 0.03], [0.00, -0.02, 0.00], [0.01, 0.04, -0.01], [-0.02, 0.01, -0.01], [0.01, -0.03, -0.01], [-0.01, 0.01, 0.01], [0.01, 0.01, -0.02], [0.02, -0.04, -0.02], [0.01, 0.01, 0.01], [-0.02, -0.02, 0.03], [0.01, 0.01, -0.01], [-0.01, -0.01, -0.02], [-0.04, 0.03, 0.01], [0.03, 0.06, 0.01], [-0.01, -0.01, 0.00], [-0.01, 0.04, 0.02], [0.02, -0.03, 0.00], [0.00, 0.01, 0.01], [-0.01, 0.00, -0.01], [0.00, -0.01, 0.00], [0.00, 0.02, 0.01], [0.01, -0.02, -0.01], [0.01, 0.00, 0.02], [0.01, 0.00, 0.01], [0.00, -0.02, -0.01], [0.00, 0.01, -0.01], [0.02, -0.03, 0.01], [0.02, 0.02, 0.00], [-0.03, -0.02, -0.03], [0.00, 0.01, 0.01], [0.01, 0.00, 0.00], [-0.04, -0.02, -0.02], [0.01, 0.00, 0.02], [-0.02, 0.03, -0.01], [0.01, -0.01, -0.01], [0.00, -0.01, -0.02], [0.03, 0.03, 0.02], [0.00, -0.02, 0.00], [-0.02, 0.00, 0.02], [0.04, 0.02, 0.01], [-0.02, -0.01, -0.01], [0.01, 0.01, 0.01], [0.00, 0.00, 0.00], [0.00, 0.00, 0.00], [0.01, 0.01, 0.01], [-0.01, -0.01, -0.01], [0.00, 0.01, 0.00], [0.00, 0.00, 0.00], [-0.02, -0.01, -0.01], [0.00, 0.01, 0.00], [0.01, -0.03, 0.00], [0.02, 0.02, 0.00], [-0.03, -0.02, -0.03], [0.00, 0.01, 0.01], [0.01, 0.01, 0.02], [-0.04, -0.06, -0.07], [0.03, -0.02, 0.04], [-0.02, 0.04, -0.01], [0.02, -0.02, -0.01], [-0.01, -0.01, -0.02], [0.03, 0.02, 0.03], [0.00, -0.01, 0.00], [-0.01, 0.01, -0.01], [0.03, 0.01, 0.03], [-0.02, -0.01, -0.01], [0.01, 0.01, 0.01], [0.00, 0.00, 0.00], [0.00, 0.00, 0.00], [-0.01, 0.00, 0.00], [-0.01, -0.01, -0.01], [0.00, 0.00, 0.00], [0.00, 0.00, 0.00], [-0.01, -0.01, -0.01]], "lowdin_charge": [-0.0032, -0.3291, -0.1562, 0.5956, -0.2089, -0.2033, -0.1740, -0.2814, -0.0791, -0.0353, -0.5946, 0.1306, 0.1224, 0.1139, 0.0906, 0.0933, 0.0931, 0.1590, 0.1604, 0.1237, 0.1262, 0.1256, 0.1349, 0.0917, -0.2672, -0.0767, 0.0071, -0.0482, -0.0621, 0.0000, -0.0809, -0.2777, 0.1060, -0.0825, 0.0014, -0.0523, -0.0541, -0.0002, -0.0823, 0.0960, 0.1119, 0.1096, 0.1210, 0.1207, 0.1029, 0.1064, 0.1200, 0.1068, -0.2776, -0.0828, -0.0028, -0.0579, -0.0578, -0.0028, -0.0830, -0.2786, 0.1058, -0.0843, -0.0009, -0.0605, -0.0572, 0.0072, -0.0822, 0.1198, 0.1069, 0.1069, 0.1199, 0.1197, 0.1110, 0.0890, 0.1214, 0.1098, -0.2768, -0.0815, 0.0003, -0.0537, -0.0523, -0.0029, -0.0820, -0.2759, 0.0986, -0.0832, -0.0018, -0.0561, -0.0554, -0.0011, -0.0816, 0.1209, 0.1083, 0.1087, 0.1007, 0.1200, 0.1077, 0.1079, 0.1207], "energy_ev": -89776.126, "smiles": "C[C@@H]1OS(=O)(=O)O[C@H]1CCC(F)(F)F.O=C1c2ccccc2C(=O)c2ccccc21.O=C1c2ccccc2C(=O)c2ccccc21.O=C1c2ccccc2C(=O)c2ccccc21"}


(2)
{"formula": "C48H34BBr2O16", "method": "ωB97M-V/def2-TZVPD", "symbols": ["Br", "B", "Br", "H", "H", "C", "C", "C", "O", "C", "C", "C", "O", "H", "H", "H", "H", "C", "C", "C", "O", "C", "C", "C", "O", "H", "H", "H", "H", "C", "C", "C", "O", "C", "C", "C", "O", "H", "H", "H", "H", "C", "C", "C", "O", "C", "C", "C", "O", "H", "H", "H", "H", "C", "C", "C", "O", "C", "C", "C", "O", "H", "H", "H", "H", "C", "C", "C", "O", "C", "C", "C", "O", "H", "H", "H", "H", "C", "C", "C", "O", "C", "C", "C", "O", "H", "H", "H", "H", "C", "C", "C", "O", "C", "C", "C", "O", "H", "H", "H", "H"], "positions_angstrom": [[2.11158, 0.73624, 3.99015], [0.53707, 2.04092, 3.96866], [-1.16212, 0.91103, 3.96852], [0.59394, 2.77400, 4.89467], [0.65619, 2.66664, 2.95628], [2.33386, -2.69155, 5.02926], [3.45326, -3.08394, 4.41860], [4.04391, -4.41248, 4.67767], [5.06820, -4.77121, 4.12190], [3.34609, -5.29355, 5.63938], [2.22719, -4.90318, 6.25032], [1.63563, -3.57194, 5.99043], [0.61359, -3.21784, 6.54728], [1.88816, -1.71795, 4.84950], [3.97612, -2.45205, 3.71188], [3.79272, -6.26430, 5.81685], [1.70408, -5.53550, 6.95758], [-1.94102, 2.40887, -1.29583], [-1.99868, 1.83843, -0.09025], [-1.73865, 2.61325, 1.13781], [-1.78930, 2.08739, 2.24667], [-1.41272, 4.04469, 0.98152], [-1.35516, 4.61609, -0.22531], [-1.61596, 3.83935, -1.45337], [-1.56515, 4.36056, -2.55824], [-2.12849, 1.85310, -2.20663], [-2.23601, 0.78933, 0.03720], [-1.22459, 4.59898, 1.89289], [-1.11714, 5.66452, -0.35769], [6.63694, -0.26999, 6.86172], [7.49453, -0.58452, 7.83362], [7.28212, -1.77048, 8.68979], [8.06393, -2.05709, 9.57879], [6.08387, -2.59517, 8.42652], [5.22597, -2.28119, 7.45488], [5.43823, -1.09461, 6.59788], [4.65884, -0.80801, 5.71084], [6.77655, 0.59524, 6.22577], [8.37728, 0.00822, 8.03935], [5.94436, -3.46035, 9.06266], [4.34351, -2.87418, 7.24987], [0.62184, -2.99775, -1.31458], [-0.20144, -2.21505, -0.61593], [-1.51383, -1.80670, -1.15986], [-2.26563, -1.08976, -0.52571], [-1.87900, -2.29918, -2.50407], [-1.05609, -3.08130, -3.20219], [0.25610, -3.49020, -2.65982], [1.00763, -4.20580, -3.29730], [1.58725, -3.30633, -0.93333], [0.05019, -1.84525, 0.37108], [-2.84314, -1.99010, -2.88561], [-1.30786, -3.44963, -4.18896], [3.08802, -1.49353, -6.83339], [4.22448, -1.87090, -7.41980], [4.81842, -3.19932, -7.15827], [5.85715, -3.54290, -7.69241], [4.10356, -4.09340, -6.22336], [2.96626, -3.71745, -5.63562], [2.37178, -2.38733, -5.89771], [1.33348, -2.04028, -5.36588], [2.63984, -0.52402, -7.01323], [4.76055, -1.22868, -8.10768], [4.55265, -5.06228, -6.04439], [2.43147, -4.36000, -4.94810], [0.65181, 2.38953, -7.13883], [0.59263, 1.82181, -5.93336], [0.85280, 2.60261, -4.70468], [0.80123, 2.08525, -3.60604], [1.17890, 4.03545, -4.86431], [1.23801, 4.60298, -6.06984], [0.97816, 3.82299, -7.29805], [1.02994, 4.34053, -8.39933], [0.46502, 1.83313, -8.04907], [0.35432, 0.77312, -5.79881], [1.36542, 4.59181, -3.95443], [1.47607, 5.65084, -6.20399], [-4.66517, 0.49821, -4.36453], [-5.62549, 1.42012, -4.28467], [-7.05099, 1.03692, -4.20226], [-7.92806, 1.87649, -4.13160], [-7.37010, -0.40700, -4.21001], [-6.40962, -1.32847, -4.28981], [-4.98462, -0.94503, -4.37236], [-4.10601, -1.78647, -4.44335], [-3.61626, 0.76086, -4.42627], [-5.40858, 2.48116, -4.27696], [-8.41873, -0.66978, -4.14818], [-6.62605, -2.38962, -4.29737], [-5.67613, 4.74997, 5.13236], [-6.54952, 4.69619, 4.12633], [-6.55536, 3.56404, 3.17525], [-7.35245, 3.51629, 2.25502], [-5.55756, 2.49437, 3.38354], [-4.68311, 2.54720, 4.38987], [-4.67707, 3.67927, 5.34120], [-3.88312, 3.72950, 6.26058], [-5.65737, 5.57175, 5.83750], [-7.28768, 5.47120, 3.95992], [-5.57658, 1.67290, 2.67829], [-3.94510, 1.77127, 4.55505]], "forces_ev_per_a": [[0.46, -0.05, 0.03], [0.15, 0.20, -0.23], [1.68, -2.63, 3.81], [-0.08, -0.06, 0.54], [-0.24, -0.09, -0.36], [-0.01, 0.00, -0.21], [-0.27, -0.10, -0.01], [0.24, 0.23, -0.36], [-0.16, -0.07, 0.19], [-0.20, -0.14, 0.26], [0.22, -0.32, 0.04], [-0.35, 0.37, 0.00], [0.29, -0.27, -0.03], [0.03, 0.00, 0.04], [-0.02, 0.02, 0.05], [0.03, 0.00, -0.03], [-0.02, 0.02, 0.00], [-0.06, -0.03, 0.15], [-0.02, -0.02, -0.10], [0.60, -0.17, 0.26], [-2.93, 2.97, -4.14], [0.29, 0.13, -0.13], [-0.06, -0.04, 0.21], [0.09, 0.01, -0.20], [0.00, 0.00, 0.03], [0.02, 0.01, -0.02], [0.07, 0.23, 0.09], [0.04, -0.07, 0.02], [-0.05, -0.01, -0.04], [0.35, 0.09, 0.19], [-0.10, 0.18, -0.24], [0.25, -0.08, 0.29], [-0.16, 0.05, -0.19], [-0.27, -0.07, -0.17], [0.10, -0.22, 0.30], [-0.44, 0.20, -0.48], [0.51, 0.00, 0.40], [-0.07, -0.02, -0.02], [0.00, -0.04, 0.04], [0.04, 0.02, 0.02], [0.00, 0.04, 0.00], [-0.07, 0.14, 0.18], [0.31, -0.10, 0.13], [-0.07, 0.12, 0.12], [0.05, -0.48, -0.26], [0.01, -0.11, -0.09], [-0.23, 0.11, -0.01], [0.18, -0.11, -0.17], [-0.17, -0.03, 0.27], [0.00, 0.00, -0.02], [-0.03, 0.04, 0.00], [0.20, -0.07, 0.08], [0.03, 0.03, 0.00], [0.24, 0.09, -0.22], [-0.24, 0.27, 0.02], [0.39, -0.24, -0.12], [-0.25, 0.12, 0.09], [-0.24, 0.05, 0.13], [0.20, -0.33, -0.03], [-0.34, 0.04, 0.26], [0.23, 0.07, -0.26], [-0.01, 0.00, 0.03], [0.03, -0.04, 0.01], [0.02, 0.02, -0.02], [-0.03, 0.11, -0.01], [-0.03, -0.26, 0.18], [-0.07, -0.11, -0.36], [-0.06, -0.16, 0.57], [0.03, 0.09, -0.34], [0.08, 0.33, -0.15], [0.03, -0.03, 0.30], [0.02, 0.25, -0.34], [-0.01, -0.15, 0.23], [-0.01, 0.04, -0.02], [0.02, -0.02, 0.07], [-0.06, -0.06, 0.02], [-0.02, -0.02, -0.04], [-0.05, 0.27, 0.01], [0.33, -0.05, -0.03], [-0.33, 0.38, 0.06], [0.22, -0.26, -0.05], [0.08, -0.35, -0.02], [-0.31, 0.04, 0.02], [0.24, -0.16, -0.04], [-0.42, 0.20, -0.21], [0.01, -0.03, 0.01], [-0.03, -0.01, 0.02], [0.00, 0.05, 0.01], [0.05, 0.01, 0.01], [-0.29, 0.20, -0.17], [0.10, 0.20, 0.28], [-0.13, -0.20, -0.37], [0.10, 0.08, 0.21], [0.16, -0.01, 0.18], [-0.09, -0.28, -0.22], [0.45, -0.11, 0.32], [-0.34, 0.08, -0.20], [0.04, -0.02, 0.01], [-0.01, -0.03, -0.04], [0.00, 0.03, -0.01], [0.13, 0.07, 0.00]], "lowdin_charge": [0.4245, -1.2279, 0.6292, -0.0561, -0.0578, 0.0008, -0.0050, -0.4017, 0.0838, 0.0042, 0.0092, -0.3846, 0.1135, 0.0308, 0.1220, 0.1153, 0.1167, 0.0102, 0.0407, -0.3567, -0.2866, 0.0305, 0.0058, -0.4033, 0.0476, 0.1045, 0.0862, 0.1254, 0.1124, 0.0313, 0.0143, -0.3934, 0.0874, 0.0227, 0.0382, -0.3597, 0.0862, 0.1253, 0.1182, 0.1201, 0.1091, 0.0294, 0.0431, -0.3539, 0.0854, 0.0316, 0.0295, -0.3788, 0.0685, 0.1229, 0.1327, 0.0822, 0.1244, 0.0239, 0.0207, -0.3913, 0.0956, 0.0233, 0.0313, -0.3659, 0.1048, 0.1104, 0.1210, 0.1215, 0.0981, 0.0136, 0.0201, -0.3810, 0.1133, 0.0277, 0.0187, -0.3935, 0.0903, 0.1187, 0.1135, 0.1259, 0.1205, 0.0289, 0.0313, -0.3844, 0.1094, 0.0231, 0.0247, -0.3702, 0.0743, 0.1207, 0.1268, 0.1221, 0.1220, 0.0160, 0.0106, -0.3958, 0.0849, 0.0209, 0.0275, -0.3800, 0.1156, 0.1176, 0.1161, 0.1228, 0.0836], "energy_ev": -223841.406, "charge": -1}


Number 1: highest occupied orbital energy -9.7 eV, Kohn-Sham gap 8.6 eV, strongest force on any atom 0.33 eV Å⁻¹. Number 2: highest occupied orbital energy -4.4 eV, Kohn-Sham gap 4.0 eV, strongest force on any atom 5.88 eV Å⁻¹.